Record 1
The following is a DFT calculation (ωB97M-V with the def2-TZVPD basis set) of 2 unconnected molecules or ions with the total composition C6H16O.

The LUMO energy is 0.873 eV. The value obtained for the HOMO-LUMO gap is 0.410 Eh. The value obtained for the electronic energy is -8527.9241 eV. For the highest occupied orbital energy, the calculation gives -10.3 eV. The spin multiplicity is 1. The SMILES is CC(C)C.CCO.

```
23
Properties=species:S:1:pos:R:3:lowdin_charge:R:1
C -1.770 -2.058 -1.254 -0.10
C -0.843 -1.288 -0.342 -0.48
C -1.210 -1.332 1.139 -0.10
C 0.632 -1.889 -0.477 -0.09
H -2.790 -1.677 -1.024 0.09
H -1.734 -3.168 -1.054 0.10
H -1.538 -2.029 -2.300 0.06
H -0.621 -0.243 -0.585 0.10
H -1.785 -2.231 1.409 0.08
H -0.301 -1.219 1.719 0.07
H -1.997 -0.564 1.276 0.08
H 0.832 -2.732 0.153 0.06
H 0.794 -2.304 -1.509 0.08
H 1.426 -1.128 -0.357 0.06
C 0.382 2.853 -0.137 -0.09
C 1.451 2.298 0.799 -0.32
O 2.574 3.182 0.893 -0.08
H 0.922 3.187 -1.040 0.08
H 0.030 3.822 0.177 0.07
H -0.388 2.112 -0.220 0.05
H 1.021 2.364 1.780 0.10
H 1.623 1.227 0.590 0.10
H 3.290 2.816 0.365 0.08
```

Record 2
The following is a DFT calculation (ωB97M-V with the def2-TZVPD basis set) of 2 unconnected molecules or ions with the total composition C6H16O.

The LUMO energy is 0.816 eV. The value obtained for the HOMO-LUMO gap is 0.416 Eh. The value obtained for the electronic energy is -8528.9211 eV. For the highest occupied orbital energy, the calculation gives -10.5 eV. The spin multiplicity is 1. The SMILES is CCCC(C)C.O.

```
23
Properties=species:S:1:pos:R:3:lowdin_charge:R:1
C -0.613 -0.559 -2.754 -0.11
C -0.525 -1.549 -1.574 -0.25
C -0.645 -0.850 -0.201 -0.20
C 0.678 -0.484 0.480 -0.46
C 1.761 0.060 -0.422 -0.09
C 0.454 0.356 1.718 -0.09
H 0.320 -0.036 -2.978 0.06
H -0.826 -1.130 -3.667 0.07
H -1.425 0.138 -2.575 0.07
H 0.460 -2.007 -1.600 0.09
H -1.274 -2.316 -1.712 0.09
H -1.193 -1.558 0.421 0.11
H -1.289 0.029 -0.277 0.11
H 1.047 -1.478 0.774 0.13
H 1.914 -0.569 -1.301 0.06
H 2.712 0.050 0.110 0.08
H 1.594 1.063 -0.821 0.08
H -0.290 -0.039 2.410 0.08
H 1.384 0.446 2.286 0.08
H 0.205 1.382 1.426 0.08
O -1.457 2.663 3.241 -0.06
H -2.252 3.176 3.437 0.04
H -0.742 3.212 3.577 0.03
```

Record 3
The following is a DFT calculation (ωB97M-V with the def2-TZVPD basis set) of a molecular structure, C6H17AlF12O3P2.

The LUMO energy (spin up / spin down) is 2.202 / 0.826 eV. The value obtained for the HOMO-LUMO gap (spin up / spin down) is 0.351 / 0.296 Eh. Its net charge is -1. Its expectation value of S² is 0.7533. The value obtained for the electronic energy is -70436.5069 eV. For the highest occupied orbital energy (spin up / spin down), the calculation gives -7.4 / -7.2 eV. The spin multiplicity is 2.

```
41
Properties=species:S:1:pos:R:3:lowdin_charge:R:1
Al -0.212 2.364 0.335 1.07
O 0.672 4.313 -1.629 -0.06
H 0.722 3.503 -2.172 -0.03
P 3.613 2.166 0.130 0.20
F 4.011 0.701 0.745 -0.19
F 4.605 2.833 1.285 -0.19
F 4.738 1.978 -1.007 -0.13
F 2.980 3.584 -0.445 -0.18
F 2.486 1.356 -0.623 -0.18
F 2.537 2.364 1.343 -0.27
P -0.055 0.748 -3.491 0.21
F -1.020 2.006 -3.787 -0.17
F -0.879 0.747 -2.056 -0.25
F -1.184 -0.277 -4.125 -0.19
F 0.812 -0.511 -2.973 -0.15
F 0.702 0.872 -4.974 -0.18
F 1.005 1.744 -2.823 -0.18
C 0.611 -1.999 2.575 -0.04
C 1.353 -1.203 1.434 -0.43
C 2.092 -2.115 0.468 -0.06
O 0.427 -0.455 0.616 -0.16
H -0.173 -1.396 3.032 0.06
H 1.317 -2.330 3.337 0.07
H 0.248 -2.930 2.140 0.07
H 2.023 -0.485 1.905 0.13
H 2.623 -1.501 -0.259 0.08
H 1.469 -2.763 -0.148 0.09
H 2.922 -2.621 0.961 0.08
H 0.072 -1.159 0.069 0.07
C -3.334 -0.929 2.078 -0.08
C -2.784 -0.729 0.692 -0.44
C -3.823 -1.225 -0.314 -0.05
O -2.591 0.713 0.520 -0.18
H -4.261 -0.385 2.262 0.08
H -2.629 -0.624 2.851 0.07
H -3.538 -1.974 2.314 0.08
H -1.867 -1.315 0.637 0.12
H -4.673 -0.602 -0.592 0.08
H -4.311 -2.105 0.106 0.07
H -3.309 -1.502 -1.234 0.08
H -3.397 1.143 0.816 0.08
```

Record 4
The following is a DFT calculation (ωB97M-V with the def2-TZVPD basis set) of a single C6H17B2O4P molecule.

The LUMO energy is 0.453 eV. The value obtained for the HOMO-LUMO gap is 0.328 Eh. The value obtained for the electronic energy is -25332.1368 eV. For the highest occupied orbital energy, the calculation gives -8.5 eV. The spin multiplicity is 1. The SMILES is CCOB(O)P(COC)B(O)CC.

```
30
Properties=species:S:1:pos:R:3:lowdin_charge:R:1
C 0.779 -2.573 3.389 -0.07
C 0.750 -1.690 2.163 -0.27
O 0.049 -2.368 1.118 0.03
B -0.120 -1.840 -0.120 -0.77
O -0.775 -2.597 -1.064 0.12
P 0.563 -0.099 -0.659 1.15
C 1.101 -0.346 -2.432 -0.40
O 2.438 0.061 -2.637 -0.25
C 2.626 1.464 -2.628 -0.12
B -0.939 1.056 -0.657 -0.66
O -1.235 1.759 -1.806 0.07
C -1.795 1.225 0.663 -0.21
C -2.569 2.543 0.763 -0.12
H 1.252 -3.531 3.177 0.08
H -0.224 -2.741 3.781 0.08
H 1.358 -2.070 4.166 0.08
H 1.764 -1.463 1.831 0.11
H 0.246 -0.749 2.395 0.11
H -1.471 -3.152 -0.690 0.11
H 0.421 0.183 -3.107 0.09
H 1.059 -1.410 -2.660 0.09
H 3.018 1.781 -3.598 0.09
H 3.341 1.734 -1.848 0.08
H 1.687 1.997 -2.449 0.07
H -1.373 2.703 -1.655 0.10
H -1.144 1.095 1.534 0.08
H -2.498 0.382 0.682 0.11
H -1.889 3.398 0.806 0.08
H -3.202 2.580 1.650 0.07
H -3.218 2.671 -0.106 0.07
```

Record 5
The following is a DFT calculation (ωB97M-V with the def2-TZVPD basis set) of a molecular structure, C6H17InNO10PS.

The LUMO energy is 2.678 eV. The value obtained for the HOMO-LUMO gap is 0.126 Eh. Its net charge is -2. The value obtained for the electronic energy is -53757.3510 eV. For the highest occupied orbital energy, the calculation gives -0.8 eV. The spin multiplicity is 1.

```
37
Properties=species:S:1:pos:R:3:lowdin_charge:R:1
In -0.225 -1.032 0.114 1.04
P -3.252 -2.859 -0.382 -0.01
O -1.767 -3.378 -0.662 -0.34
O -3.072 -1.454 0.219 -0.32
O -3.898 -3.734 0.760 -0.22
O -4.170 -2.606 -1.625 -0.33
S -0.179 -3.433 2.767 0.13
O -1.006 -4.650 2.728 -0.37
O 0.790 -3.391 1.659 -0.49
O -1.019 -2.276 2.566 -0.43
O 0.502 -3.387 4.103 -0.44
C -1.096 1.793 -4.273 -0.08
C -0.271 0.991 -3.263 -0.42
C 0.686 1.854 -2.447 -0.24
O 1.247 1.103 -1.394 -0.31
C 2.372 1.774 -0.768 -0.08
N -1.296 0.310 -2.449 0.01
H -1.710 2.517 -3.738 0.08
H -1.664 1.214 -5.000 0.08
H -0.409 2.284 -4.962 0.06
H 0.366 0.228 -3.710 0.14
H 0.116 2.699 -2.060 0.12
H 1.387 2.284 -3.162 0.12
H 2.098 2.695 -0.253 0.09
H 3.025 2.072 -1.588 0.07
H 2.959 1.079 -0.168 0.09
H -1.863 1.042 -2.046 0.07
H -1.948 -0.265 -2.965 0.09
C 1.708 1.427 4.026 -0.11
C 0.946 0.329 3.333 -0.35
O 1.613 -0.058 2.167 -0.17
H 1.894 2.293 3.390 0.06
H 2.660 1.040 4.390 0.07
H 1.172 1.737 4.923 0.07
H -0.115 0.541 3.206 0.12
H 0.938 -0.454 4.091 0.11
H 2.482 -0.328 2.473 0.09
```

Record 6
The following is a DFT calculation (ωB97M-V with the def2-TZVPD basis set) of a molecular structure, C6H17InNO3.

The LUMO energy is -17.598 eV. The value obtained for the HOMO-LUMO gap is 0.136 Eh. Its net charge is +3. The value obtained for the electronic energy is -19266.3547 eV. For the highest occupied orbital energy, the calculation gives -21.3 eV. The spin multiplicity is 1.

```
28
Properties=species:S:1:pos:R:3:lowdin_charge:R:1
In 0.424 1.137 1.846 1.47
C 3.009 -2.945 -0.014 0.05
C 2.234 -1.620 0.061 -0.39
C 0.873 -1.785 -0.571 -0.11
O 0.220 -0.506 -0.757 -0.18
C -1.011 -0.590 -1.501 0.00
N 2.214 -1.230 1.431 0.15
H 4.047 -2.796 0.284 0.12
H 3.115 -3.202 -1.068 0.14
H 2.627 -3.750 0.614 0.12
H 2.681 -0.758 -0.436 0.17
H 0.191 -2.392 0.025 0.17
H 1.040 -2.197 -1.567 0.17
H -1.429 0.387 -1.748 0.10
H -1.763 -1.227 -1.036 0.13
H -0.775 -0.943 -2.505 0.14
H 3.164 -1.052 1.724 0.14
H 1.966 -2.050 1.966 0.13
C -2.187 3.178 -0.208 -0.14
C -2.611 2.717 1.203 -0.17
O -2.622 1.329 1.158 -0.04
O -0.845 2.769 -0.489 -0.05
H -2.318 4.256 -0.304 0.16
H -2.748 2.745 -1.036 0.16
H -3.590 3.124 1.456 0.17
H -1.819 2.968 1.908 0.11
H -3.467 1.075 0.780 0.14
H -0.619 3.355 -1.215 0.14
```